1.
Below is a molecular structure, C36H63N8O2S2Tl in a non-equilibrium geometry, with properties calculated with wB97M-V/def2-TZVPD.

- charge = +2
- LUMO level (alpha / beta) (eV) = -5.119 / -7.186
- E_HOMO (alpha / beta) (Ha) = -0.4421 / -0.4330
- energy relative to the best compared isomer or geometry (same formula, charge and spin) (kcal per mole) = 0.00
- total energy (eV) = -80719.9190

XYZ file:
```
112
Properties=species:S:1:pos:R:3:mulliken_charge:R:1
Tl -0.86 -0.71 -0.61 1.102
C -0.21 2.07 1.35 -0.098
C 0.86 1.50 1.98 0.060
C 0.30 0.70 3.13 -0.236
C -1.06 0.92 3.13 -0.585
C -1.42 1.79 2.08 -0.427
C -2.72 2.50 1.91 2.324
C -3.90 1.67 2.43 -1.537
C -2.60 3.79 2.77 -1.859
C -2.98 2.92 0.46 -1.927
C 0.93 -0.13 4.25 2.495
C 1.07 0.80 5.47 -1.726
C -0.01 -1.29 4.63 -1.580
C 2.29 -0.79 3.97 -1.903
C 2.28 1.82 1.57 2.918
C 2.97 0.60 0.93 -1.405
C 3.09 2.39 2.75 -1.720
C 2.29 2.92 0.50 -2.474
H -0.18 2.71 0.48 0.361
H -1.76 0.54 3.86 0.418
H -3.83 1.47 3.49 0.332
H -3.96 0.72 1.89 0.092
H -4.83 2.21 2.26 0.526
H -2.44 3.54 3.82 0.382
H -3.52 4.36 2.69 0.485
H -1.77 4.40 2.43 0.341
H -2.87 2.07 -0.21 0.250
H -2.29 3.70 0.14 0.340
H -3.99 3.31 0.37 0.528
H 0.11 1.24 5.73 0.326
H 1.77 1.61 5.27 0.317
H 1.43 0.23 6.33 0.491
H -0.94 -0.96 5.07 0.402
H 0.49 -1.93 5.37 0.458
H -0.22 -1.90 3.75 -0.014
H 3.04 -0.11 3.59 0.212
H 2.17 -1.62 3.26 0.101
H 2.67 -1.20 4.90 0.674
H 3.06 -0.23 1.63 -0.112
H 3.98 0.87 0.61 0.562
H 2.40 0.29 0.05 0.150
H 3.26 1.67 3.55 0.306
H 2.57 3.25 3.17 0.330
H 4.07 2.72 2.40 0.456
H 1.76 2.60 -0.40 0.121
H 3.32 3.15 0.22 0.654
H 1.84 3.84 0.88 0.367
N -1.17 -2.21 -3.01 -0.433
C -2.53 -2.72 -3.20 -0.798
C -3.15 -3.09 -1.86 -0.524
N -3.39 -1.87 -1.08 0.067
C -4.23 -2.08 0.10 -0.773
C -3.52 -2.81 1.23 -0.943
N -2.34 -2.06 1.68 0.005
H -0.51 -2.99 -3.02 0.135
H -0.89 -1.60 -3.77 0.117
H -3.13 -1.94 -3.67 0.238
H -2.57 -3.59 -3.87 0.435
H -4.08 -3.65 -2.01 0.420
H -2.45 -3.72 -1.31 0.188
H -3.84 -1.20 -1.68 0.004
H -4.54 -1.09 0.46 0.249
H -5.14 -2.64 -0.14 0.426
H -4.24 -2.97 2.04 0.428
H -3.18 -3.79 0.89 0.526
H -2.62 -1.12 1.97 -0.202
H -1.94 -2.50 2.50 0.183
C 3.41 -3.64 -1.12 -1.035
C 2.15 -2.77 -1.36 0.208
N 1.10 -3.13 -0.41 0.542
C 0.71 -4.52 -0.60 -0.548
C 1.93 -5.46 -0.40 -0.949
N 3.09 -4.60 -0.01 0.077
C 2.79 -3.85 1.25 -0.935
C 1.57 -2.94 0.96 0.852
H 4.26 -3.04 -0.82 0.345
H 3.69 -4.21 -2.00 0.317
H 1.77 -2.91 -2.37 0.734
H 2.38 -1.71 -1.27 -0.357
H 0.31 -4.64 -1.61 0.441
H -0.08 -4.77 0.11 0.469
H 2.19 -5.99 -1.32 0.368
H 1.76 -6.19 0.38 0.326
H 3.90 -5.20 0.15 0.339
H 3.67 -3.27 1.53 0.358
H 2.59 -4.57 2.04 0.329
H 1.82 -1.89 1.09 -1.019
H 0.74 -3.17 1.64 0.323
N 2.19 6.31 -4.53 -0.461
C 2.07 4.96 -4.43 1.272
C 1.35 4.24 -5.41 -0.909
C 1.16 2.89 -5.28 -0.638
C 1.70 2.22 -4.18 -0.497
C 2.46 2.91 -3.24 -0.467
C 2.65 4.26 -3.36 -0.879
S 1.15 0.61 -3.76 1.270
O 2.07 -0.04 -2.87 -0.690
O 0.69 -0.14 -4.90 -0.749
N -0.16 0.96 -2.80 0.214
C -1.37 1.09 -3.26 -0.149
S -1.82 1.26 -4.99 0.032
C -3.45 1.39 -4.51 -0.572
C -3.58 1.27 -3.14 -0.641
N -2.44 1.09 -2.46 0.264
H 1.79 6.81 -5.30 0.198
H 2.69 6.83 -3.83 0.197
H 0.94 4.77 -6.26 0.341
H 0.62 2.33 -6.03 0.684
H 2.90 2.35 -2.43 0.648
H 3.24 4.80 -2.63 0.321
H -4.23 1.57 -5.23 0.482
H -4.51 1.31 -2.61 0.525
```


2.
Below is a molecular structure, C33H34GeN2OSSe2W in a non-equilibrium geometry, with properties calculated with wB97M-V/def2-TZVPD.

- spin multiplicity = 3
- charge = +2
- LUMO level (alpha / beta) (eV) = -6.456 / -7.913
- E_HOMO (alpha / beta) (Ha) = -0.4963 / -0.4972
- ⟨S²⟩ = 2.049
- total energy (eV) = -239654.5531

XYZ file:
```
75
Properties=species:S:1:pos:R:3:lowdin_spin:R:1
W 0.75 -0.63 -0.15 1.029
Se 0.53 -1.17 -2.72 0.404
Se 1.23 -3.15 -0.66 0.429
C -0.67 -3.12 -0.48 0.033
C -1.55 -4.16 -0.66 0.013
C -2.90 -3.89 -0.48 0.007
C -3.31 -2.61 -0.14 0.011
C -2.37 -1.62 0.02 0.010
N -1.06 -1.87 -0.15 0.005
C 2.30 -0.47 -2.51 0.031
C 3.26 -0.43 -3.50 0.016
C 4.48 0.17 -3.20 0.018
C 4.69 0.71 -1.94 0.016
C 3.69 0.61 -0.99 0.020
N 2.51 0.02 -1.26 0.022
H -1.20 -5.14 -0.92 0.000
H -3.63 -4.68 -0.61 0.000
H -4.36 -2.38 0.01 0.000
H -2.63 -0.61 0.30 0.001
H 3.05 -0.85 -4.47 0.000
H 5.25 0.21 -3.95 0.001
H 5.62 1.19 -1.68 0.001
H 3.82 0.99 0.01 0.001
C 0.13 -0.07 1.56 -0.141
Ge 1.54 0.65 2.76 -0.014
C 1.73 2.55 2.40 -0.006
C 1.95 3.01 1.10 0.000
C 2.17 4.35 0.84 0.000
C 2.15 5.27 1.89 0.000
C 1.92 4.83 3.19 0.000
C 1.71 3.48 3.44 -0.001
C 1.18 0.15 4.60 -0.002
C 1.97 0.64 5.63 0.000
C 1.78 0.20 6.94 0.000
C 0.79 -0.73 7.21 0.000
C 0.00 -1.23 6.19 0.000
C 0.19 -0.79 4.89 -0.001
C 3.18 -0.28 2.19 0.010
C 4.39 0.41 2.17 0.000
C 5.58 -0.25 1.88 0.005
C 5.57 -1.61 1.61 0.001
C 4.38 -2.31 1.66 0.004
C 3.19 -1.66 1.97 0.014
H -0.89 0.15 1.87 -0.007
H 1.93 2.31 0.26 0.001
H 2.35 4.69 -0.17 0.000
H 2.33 6.32 1.70 0.000
H 1.89 5.53 4.00 0.000
H 1.51 3.15 4.45 0.000
H 2.77 1.35 5.43 0.000
H 2.40 0.59 7.73 0.000
H 0.64 -1.07 8.23 0.000
H -0.77 -1.96 6.41 0.000
H -0.43 -1.19 4.10 -0.001
H 4.41 1.48 2.37 0.000
H 6.52 0.30 1.88 0.000
H 6.50 -2.12 1.39 0.000
H 4.38 -3.38 1.49 0.000
H 2.29 -2.25 2.09 0.006
C -2.63 4.04 0.46 0.000
C -1.31 3.36 0.13 0.002
S -1.62 1.85 -0.80 0.010
O -0.26 1.12 -0.87 0.051
C -1.84 2.45 -2.48 0.001
C -0.63 3.14 -3.08 0.002
H -2.43 4.93 1.05 0.000
H -3.29 3.40 1.04 0.000
H -3.16 4.37 -0.44 0.000
H -0.78 3.02 1.02 0.000
H -0.64 3.99 -0.44 0.000
H -2.72 3.09 -2.44 0.000
H -2.11 1.56 -3.05 0.001
H -0.39 4.08 -2.58 0.000
H -0.84 3.37 -4.12 0.000
H 0.25 2.49 -3.04 0.002
```


3.
Below is a single C4H6O2 molecule in a non-equilibrium geometry, with properties calculated with wB97M-V/def2-TZVPD.

- charge = 0
- LUMO level (alpha / beta) (eV) = 0.134 / 0.829
- E_HOMO (alpha / beta) (Ha) = -0.2397 / -0.2925
- energy relative to the best compared isomer or geometry (same formula, charge and spin) (kcal per mole) = 102.77
- total energy (eV) = -8336.0047

XYZ file:
```
12
Properties=species:S:1:pos:R:3:mulliken_charge:R:1
O 1.72 0.75 -0.39 -0.474
C 0.51 0.59 0.29 0.158
C 0.12 -0.78 0.84 -0.320
C -0.62 -1.16 -0.36 -0.370
O -1.30 -0.22 -1.00 -0.389
C -0.69 1.04 -0.45 -0.437
H 2.40 0.96 0.27 0.376
H 0.96 -1.45 1.02 0.290
H -0.48 -0.73 1.77 0.209
H -0.64 -2.13 -0.84 0.416
H -1.49 1.47 0.16 0.239
H -0.47 1.67 -1.31 0.301
```


4.
Below is a single C22H21NO3S2 molecule in a non-equilibrium geometry, with properties calculated with wB97M-V/def2-TZVPD.

- structure (SMILES) = CCC/C(=C1/SC(=S)N([C@@H](Cc2ccccc2)C(=O)O)C1=O)c1ccccc1
- charge = 0
- LUMO level (eV) = -0.938
- E_HOMO (Ha) = -0.3134
- energy relative to the best compared isomer or geometry (same formula, charge and spin) (kcal per mole) = 57.93
- total energy (eV) = -52455.8733

XYZ file:
```
49
Properties=species:S:1:pos:R:3:mulliken_charge:R:1
O 1.48 0.66 -0.16 -0.618
O 1.77 1.21 -3.83 -0.544
S -2.49 -1.48 -2.33 -0.289
O 1.69 -0.92 -3.02 -0.466
S -1.68 -1.36 0.56 -0.137
C 0.33 0.26 0.02 0.262
C 1.24 0.42 -3.12 0.029
C -1.43 -0.93 -1.08 0.521
C -0.22 -0.53 1.16 0.581
C 0.42 -0.96 2.32 -0.309
C -1.23 -3.60 5.28 -0.674
C -2.51 3.86 -5.76 -0.203
C -0.76 -2.32 5.62 -0.514
C -1.14 -3.96 3.94 -0.645
C -3.14 2.72 -5.17 -0.809
C -1.35 4.33 -5.19 -0.900
C -0.22 -1.43 4.75 -0.492
C -0.60 -3.08 2.99 -0.695
C -2.48 2.07 -4.06 0.057
C -0.86 3.76 -4.05 -0.342
C -0.17 -1.80 3.39 0.625
C -1.38 2.65 -3.42 0.017
N -0.49 0.09 -1.22 0.493
C 4.02 -1.15 3.39 -1.393
C 1.86 -0.37 2.75 -1.454
C 2.91 -1.38 2.36 -0.062
C -0.70 2.16 -2.24 -0.744
C -0.18 0.71 -2.49 -0.399
H 2.53 -0.97 -3.60 0.367
H -1.68 -4.19 6.00 0.489
H -3.05 4.26 -6.61 0.368
H -0.91 -2.09 6.63 0.427
H -1.52 -4.88 3.50 0.360
H -4.13 2.42 -5.62 0.309
H -0.91 5.22 -5.66 0.320
H 0.12 -0.43 5.08 0.344
H -0.58 -3.25 1.98 0.798
H -2.89 1.23 -3.63 0.474
H -0.06 4.12 -3.52 0.454
H 3.50 -1.48 4.29 0.349
H 4.98 -1.63 3.20 0.380
H 4.26 -0.09 3.48 0.315
H 1.94 -0.14 3.78 0.699
H 2.06 0.50 2.14 0.520
H 3.29 -1.16 1.34 0.275
H 2.54 -2.41 2.47 0.285
H -0.01 2.86 -1.94 0.619
H -1.42 2.17 -1.39 0.370
H -0.75 0.32 -3.35 0.580
```


5.
Below is a single C25H33N3O3S molecule in a non-equilibrium geometry, with properties calculated with wB97M-V/def2-TZVPD.

- structure (SMILES) = Cc1cc2nc(CCN3CCOCC3)n(S(=O)(=O)c3ccc(C(C)(C)C)cc3)c2cc1C
- charge = 0
- LUMO level (eV) = 0.359
- E_HOMO (Ha) = -0.3064
- energy relative to the best compared isomer or geometry (same formula, charge and spin) (kcal per mole) = 22.16
- total energy (eV) = -47908.8353

XYZ file:
```
65
Properties=species:S:1:pos:R:3:mulliken_charge:R:1
C 5.43 0.48 -2.11 -1.640
C 4.01 0.56 -1.62 1.534
C 3.69 1.42 -0.59 -1.060
C 2.37 1.47 -0.15 0.914
C 1.39 0.66 -0.76 -0.210
C 1.70 -0.18 -1.81 -1.212
C 3.02 -0.24 -2.23 0.965
C 3.39 -1.16 -3.36 -1.913
H 2.51 -1.70 -3.71 0.361
H 3.80 -0.60 -4.20 0.391
H 4.14 -1.88 -3.04 0.372
H 0.94 -0.77 -2.30 0.576
N 0.21 0.94 -0.09 0.138
C 0.53 1.91 0.85 0.487
N 1.78 2.23 0.83 -0.951
C -0.51 2.54 1.69 -1.184
H -1.10 1.77 2.19 0.315
C -1.44 3.38 0.80 -0.855
N -2.56 3.88 1.58 0.144
C -3.05 5.18 1.16 -0.529
C -4.10 5.65 2.17 -0.671
H -4.54 6.60 1.86 0.355
O -5.17 4.74 2.26 -0.383
C -4.70 3.46 2.63 -0.820
C -3.67 2.94 1.63 -0.135
H -3.30 1.96 1.93 0.192
H -4.14 2.84 0.64 0.266
H -5.58 2.81 2.65 0.363
H -4.24 3.50 3.63 0.364
H -3.62 5.77 3.15 0.350
H -2.22 5.89 1.14 0.397
H -3.51 5.14 0.15 0.326
H -0.88 4.23 0.41 0.535
H -1.78 2.77 -0.05 0.394
H -0.03 3.18 2.43 0.428
S -1.18 -0.02 -0.28 1.793
O -1.75 0.24 -1.56 -0.778
O -2.00 0.17 0.88 -0.722
C -0.47 -1.66 -0.23 -0.553
C 0.35 -2.01 0.82 -0.751
C 0.93 -3.27 0.84 -0.467
C 0.69 -4.19 -0.18 0.717
C -0.17 -3.81 -1.22 -0.496
C -0.75 -2.55 -1.25 -0.917
H -1.40 -2.25 -2.05 0.502
H -0.38 -4.50 -2.02 0.348
C 1.32 -5.57 -0.21 2.140
C 2.23 -5.83 1.00 -2.138
H 3.05 -5.12 1.03 0.430
H 1.67 -5.77 1.93 0.430
H 2.65 -6.83 0.92 0.435
C 2.17 -5.69 -1.48 -1.663
H 1.57 -5.59 -2.38 0.338
H 2.66 -6.66 -1.51 0.459
H 2.94 -4.91 -1.50 0.379
C 0.21 -6.63 -0.22 -1.662
H -0.42 -6.54 -1.09 0.325
H 0.65 -7.62 -0.21 0.468
H -0.41 -6.53 0.67 0.386
H 1.57 -3.52 1.66 0.488
H 0.54 -1.30 1.61 0.464
H 4.44 2.04 -0.13 0.390
H 6.06 1.15 -1.53 0.365
H 5.50 0.75 -3.16 0.345
H 5.82 -0.53 -2.00 0.337
```


6.
Below is a molecular structure, C5H11NO in a non-equilibrium geometry, with properties calculated with wB97M-V/def2-TZVPD.

- charge = 0
- LUMO level (alpha / beta) (eV) = 0.112 / 0.112
- E_HOMO (alpha / beta) (Ha) = -0.2912 / -0.2916
- energy relative to the best compared isomer or geometry (same formula, charge and spin) (kcal per mole) = 151.56
- total energy (eV) = -8895.1251

XYZ file:
```
18
Properties=species:S:1:pos:R:3:mulliken_charge:R:1
C 1.03 -0.94 1.17 -0.737
C -0.79 -1.89 -0.96 -0.350
O -0.94 -1.49 0.29 -0.588
H -0.17 -2.81 -1.08 0.213
H -1.73 -2.03 -1.51 0.269
H 2.00 -0.46 1.26 0.403
H 1.19 -1.92 0.72 0.306
H 0.49 -0.95 2.11 0.295
H -0.15 -0.95 -1.55 0.030
C -0.59 1.29 0.74 0.092
C 0.79 0.56 -1.06 -0.674
C -0.77 2.58 0.49 -0.759
N 0.44 0.51 0.20 -0.101
H -1.22 0.73 1.42 0.301
H 1.81 0.26 -1.30 0.313
H 0.28 1.25 -1.74 0.446
H -1.54 3.13 1.00 0.251
H -0.14 3.13 -0.20 0.290
```